Entry 1:
# C3H12O2S2

3 unconnected molecules or ions with the total composition C3H12O2S2 (wB97M-V/def2-TZVPD, the Open Molecules 2025 dataset).

Last column: natural (NBO) charge in e.
Positions of all 19 atoms, in Å:
C 0.573 -2.066 -1.288  -0.627
C 0.727 -1.898 0.222  -0.489
S -0.915 -1.237 0.858  0.023
S -0.214 -0.210 2.581  0.066
C -0.357 1.592 2.269  -0.734
H 0.079 -3.043 -1.379  0.204
H -0.100 -1.341 -1.726  0.219
H 1.515 -2.126 -1.827  0.229
H 1.369 -1.073 0.561  0.229
H 1.122 -2.702 0.838  0.219
H -0.550 1.572 1.209  0.241
H 0.512 2.166 2.572  0.227
H -1.214 1.973 2.824  0.218
O -1.751 1.486 -0.795  -0.974
H -2.011 1.392 -1.733  0.477
H -1.578 0.580 -0.483  0.487
O 1.071 1.275 -1.537  -0.964
H 0.183 1.609 -1.336  0.485
H 1.541 2.050 -1.831  0.465

Atomic forces in eV per Å
-0.155 -1.599 0.809
-0.101 2.337 0.551
1.018 0.061 1.026
-0.204 -0.548 0.115
-0.638 -0.797 0.009
0.060 0.098 -0.485
0.221 0.380 -0.031
0.043 0.202 0.063
0.043 0.023 -0.797
-0.613 -0.684 -0.408
0.091 0.920 -0.301
0.326 -0.328 -0.260
-0.050 -0.070 -0.216
-0.039 -0.019 -0.910
0.066 0.030 0.745
-0.077 -0.009 0.005
-0.325 -0.148 0.088
-0.045 -0.154 0.152
0.378 0.304 -0.156

Summary:
SMILES string: CCSSC.O.O
Energy relative to the best compared isomer or geometry (same formula, charge and spin), kcal per mole: 16.9
Net charge: 0
Molecular weight, g mol⁻¹: 144.3

***

Entry 2:
# C3H12O3

4 unconnected molecules or ions with the total composition C3H12O3 (wB97M-V/def2-TZVPD, the Open Molecules 2025 dataset).

Last column: natural (NBO) charge in e.
Positions of all 18 atoms, in Å:
C -3.360 1.085 -0.562  -0.441
C -2.079 0.963 -0.958  -0.137
C -1.328 -0.357 -1.024  -0.661
H -3.851 2.047 -0.659  0.188
H -4.045 0.252 -0.719  0.186
H -1.633 1.925 -1.189  0.191
H -1.611 -1.017 -0.214  0.229
H -0.265 -0.133 -0.993  0.222
H -1.580 -0.700 -2.032  0.222
O 1.820 -2.356 2.147  -0.932
H 2.525 -2.419 1.474  0.468
H 2.296 -2.624 2.943  0.462
O 2.617 -0.960 -0.549  -0.954
H 2.044 -0.453 0.030  0.495
H 3.450 -1.073 -0.078  0.459
O 1.543 1.612 0.728  -0.965
H 1.435 2.083 1.567  0.486
H 2.022 2.124 0.085  0.482

Atomic forces in eV per Å
0.220 -0.246 -2.175
-1.307 0.210 1.436
-0.186 1.790 -0.858
0.122 0.120 0.342
0.141 -0.260 1.064
0.774 -0.258 0.099
-0.107 -0.230 -0.181
0.089 -0.336 0.054
0.271 -0.786 0.232
0.935 -0.143 -0.180
-0.739 0.069 0.085
-0.296 0.039 0.102
0.296 -0.407 -0.249
-0.072 0.290 0.350
-0.141 0.253 -0.064
-0.513 -0.793 0.539
0.260 0.086 -0.629
0.254 0.601 0.033

Summary:
SMILES string: C=CC.O.O.O
Energy relative to the best compared isomer or geometry (same formula, charge and spin), kcal per mole: 27.4
Net charge: 0
Molecular weight, g mol⁻¹: 96.1

***

Entry 3:
# C3H12O3

3 unconnected molecules or ions with the total composition C3H12O3 (wB97M-V/def2-TZVPD, the Open Molecules 2025 dataset).

Last column: natural (NBO) charge in e.
Positions of all 18 atoms, in Å:
C 16.093 -4.962 -0.751  -0.630
C 15.339 -6.269 -1.040  0.089
C 16.292 -7.459 -0.973  -0.647
O 14.401 -6.462 0.000  -0.713
H 16.397 -4.855 0.291  0.195
H 15.391 -4.132 -0.831  0.212
H 16.958 -4.837 -1.402  0.210
H 14.816 -6.050 -1.971  0.183
H 15.914 -8.199 -1.679  0.217
H 16.314 -8.027 -0.043  0.220
H 17.313 -7.224 -1.273  0.206
H 14.909 -6.339 0.805  0.457
O 7.459 -5.958 -3.785  -0.935
H 7.977 -5.388 -3.217  0.467
H 7.871 -5.878 -4.645  0.468
O 9.861 -9.725 -1.780  -0.937
H 10.421 -9.259 -1.160  0.468
H 9.445 -9.033 -2.295  0.469

Atomic forces in eV per Å
-0.462 0.348 0.086
1.547 0.984 1.776
-0.119 -0.795 -1.693
-1.142 0.182 -0.133
0.428 -0.561 0.151
0.057 0.159 -0.524
-0.092 0.179 0.004
-0.120 -0.931 -0.070
0.196 -0.227 -0.194
-0.137 0.664 0.348
-0.014 0.070 0.001
-0.155 -0.076 0.242
-0.139 -0.169 0.077
0.094 0.161 0.184
0.066 -0.001 -0.253
-0.008 -0.230 -0.026
0.169 0.085 0.183
-0.170 0.160 -0.161

Summary:
SMILES string: CC(C)O.O.O
Energy relative to the best compared isomer or geometry (same formula, charge and spin), kcal per mole: 13.1
Net charge: 0
Molecular weight, g mol⁻¹: 96.1

***

Entry 4:
# C3H12O3

A molecular structure, C3H12O3 (wB97M-V/def2-TZVPD, the Open Molecules 2025 dataset).

Last column: natural (NBO) charge in e.
Positions of all 18 atoms, in Å:
C 0.517 2.623 1.077  -0.256
O 1.141 1.727 0.253  -0.665
H -0.561 2.472 1.123  0.199
H 0.888 2.492 2.093  0.176
H 0.685 3.675 0.850  0.187
H 1.973 1.994 -0.147  0.514
C -0.330 -2.623 -1.194  -0.237
O 0.903 -2.099 -0.912  -0.773
H -0.941 -2.739 -0.299  0.130
H -0.901 -2.008 -1.890  0.133
H -0.276 -3.611 -1.650  0.164
H 0.748 -1.205 -0.598  0.457
C -0.947 -0.307 0.268  -0.276
O 0.286 -0.070 -0.389  -0.736
H -1.684 -0.930 -0.238  0.200
H -0.660 -0.737 1.227  0.170
H -1.507 0.610 0.457  0.154
H 0.666 0.735 -0.030  0.459

Atomic forces in eV per Å
-0.437 1.842 2.241
3.181 4.387 0.362
0.154 -0.262 -0.404
-0.048 -0.011 0.223
0.088 -0.067 -0.475
0.033 0.316 0.154
-0.552 -0.950 -0.360
1.785 -4.164 -0.964
-0.198 -0.278 0.179
-0.190 0.242 -0.292
0.311 -0.135 -0.081
0.613 0.456 0.032
-0.041 0.527 0.898
-4.678 -1.287 -1.517
0.635 -0.019 -0.176
-0.671 -0.315 0.287
0.195 0.387 0.065
-0.179 -0.669 -0.173

Summary:
Energy relative to the best compared isomer or geometry (same formula, charge and spin), kcal per mole: 90.8
Net charge: 0
Molecular weight, g mol⁻¹: 96.1

***

Entry 5:
# C3H12O4

4 unconnected molecules or ions with the total composition C3H12O4 (wB97M-V/def2-TZVPD, the Open Molecules 2025 dataset).

Last column: natural (NBO) charge in e.
Positions of all 19 atoms, in Å:
C 0.346 -0.724 3.182  -0.651
C 0.497 -0.934 1.682  -0.306
C 1.359 -0.198 0.937  0.157
O 1.072 0.242 -0.339  -0.757
H -0.524 -1.339 3.422  0.220
H 0.124 0.304 3.433  0.219
H 1.179 -1.181 3.720  0.211
H 0.270 -1.929 1.300  0.212
H 2.384 0.015 1.256  0.151
H 0.297 0.814 -0.178  0.529
O -1.540 1.305 0.058  -0.991
H -1.812 1.241 -0.876  0.509
H -2.082 1.969 0.488  0.476
O 0.795 -0.436 -3.384  -0.964
H 1.739 -0.437 -3.590  0.479
H 0.903 -0.644 -2.443  0.489
O -1.724 0.820 -2.573  -0.981
H -0.898 0.400 -2.835  0.511
H -2.385 0.711 -3.258  0.487

Atomic forces in eV per Å
0.208 -1.633 -0.899
1.363 0.043 0.259
-0.021 -0.013 0.305
0.439 -0.767 -0.081
-0.058 0.232 0.378
0.297 0.092 0.123
0.126 0.432 0.420
-1.687 0.683 -0.628
-0.448 1.142 0.419
-0.367 -0.317 -0.328
0.229 -0.043 0.154
-0.090 0.022 0.012
0.036 0.047 -0.087
0.715 -0.334 0.626
-0.197 0.282 -0.697
-0.556 0.069 0.350
-0.277 0.308 0.361
0.090 -0.065 -0.522
0.199 -0.178 -0.164

Summary:
SMILES string: C/C=C/O.O.O.O
Energy relative to the best compared isomer or geometry (same formula, charge and spin), kcal per mole: 51.5
Net charge: 0
Molecular weight, g mol⁻¹: 112.1

***

Entry 6:
# C3H12O4

4 unconnected molecules or ions with the total composition C3H12O4 (wB97M-V/def2-TZVPD, the Open Molecules 2025 dataset).

Last column: natural (NBO) charge in e.
Positions of all 19 atoms, in Å:
C 2.146 0.265 -0.062  -0.385
C 1.756 0.497 1.183  -0.207
C 0.382 0.799 1.635  -0.105
O -0.660 0.401 0.764  -0.772
H 3.166 -0.006 -0.310  0.199
H 1.554 0.416 -0.959  0.182
H 2.489 0.389 1.976  0.202
H 0.294 0.236 2.587  0.170
H 0.132 1.819 1.937  0.193
H -0.705 -0.565 0.715  0.506
O -2.164 1.766 -1.267  -0.961
H -1.779 2.564 -1.649  0.464
H -1.866 1.741 -0.358  0.494
O -0.708 -1.295 -2.169  -0.956
H -0.332 -0.516 -1.723  0.488
H -1.406 -0.900 -2.705  0.489
O -0.565 -2.335 0.397  -0.984
H -0.827 -2.055 -0.501  0.501
H -0.908 -3.220 0.509  0.483

Atomic forces in eV per Å
0.409 0.289 -0.479
0.617 0.200 -0.648
-1.115 -0.941 1.241
0.063 0.534 -0.372
0.036 -0.038 0.328
-0.444 -0.119 0.320
-0.014 0.021 0.027
-0.192 0.124 -0.188
0.571 0.213 -0.323
0.111 -0.110 0.357
-0.137 0.265 -0.707
-0.111 -0.150 0.136
0.312 -0.289 0.394
0.136 0.529 0.148
-0.081 -0.169 -0.117
-0.124 -0.102 0.052
0.013 0.338 -0.125
0.087 -0.407 -0.135
-0.139 -0.186 0.090

Summary:
SMILES string: C=CCO.O.O.O
Energy relative to the best compared isomer or geometry (same formula, charge and spin), kcal per mole: 20.3
Net charge: 0
Molecular weight, g mol⁻¹: 112.1

***

E_HOMO values (in eV) by entry order: -8.7, -9.2, -10.2, -8.4, -7.8, -9.7.
Frontier orbital gap values (in eV) by entry order: 9.22, 9.68, 10.81, 8.69, 8.54, 10.36.
Total energy values (in hartree) by entry order: -1068.3373, -347.1649, -347.1877, -347.0639, -422.3794, -422.4291.